{
  "formula": "C10H14B2F4N6Re",
  "method": "ωB97M-V with the def2-TZVPD basis set",
  "species": ["H", "N", "B", "N", "C", "Re", "H", "C", "H", "C", "H", "C", "H", "H", "H", "N", "N", "N", "N", "C", "C", "H", "H", "C", "C", "C", "C", "H", "H", "H", "H", "H", "F", "B", "F", "F", "F"],
  "coordinates": [[-0.706577, -1.962050, 2.700182], [-0.010704, -1.500459, 0.731455], [1.016775, -1.722773, -1.591041], [0.567801, -2.348616, -0.274510], [0.735166, -3.573836, 0.228278], [-0.196954, 0.445690, 0.453837], [1.221840, -4.347225, -0.370456], [0.240589, -3.618354, 1.524923], [0.257014, -4.478181, 2.185841], [-0.234226, -2.342998, 1.800234], [1.512053, -2.481122, -2.378831], [-0.642372, 3.905058, 1.555873], [-1.100639, 4.445792, 2.380129], [-1.333924, 3.987447, 0.716568], [0.260021, 4.451124, 1.313655], [2.018862, -0.617625, -1.163513], [-0.203414, -0.962985, -2.128278], [1.631128, 0.388104, -0.225481], [-0.913093, -0.052346, -1.233018], [3.283852, -0.415217, -1.511598], [-0.709048, -0.840896, -3.352798], [3.758600, -1.083550, -2.218334], [-0.274027, -1.406793, -4.174370], [3.772797, 0.704191, -0.841566], [-1.782354, 0.062759, -3.337181], [2.740377, 1.193707, -0.046818], [-1.908248, 0.500121, -2.020463], [4.741377, 1.114526, -0.907160], [-2.373443, 0.364494, -4.179958], [2.659211, 2.029420, 0.635371], [-2.593787, 1.200522, -1.569113], [-0.425362, 2.816846, 1.771633], [-1.410119, 1.044598, 1.858932], [-3.367731, 1.272451, 3.389326], [-4.281671, 0.834432, 2.512973], [-2.771647, 0.403570, 4.217658], [-3.178125, 2.590171, 3.547621]],
  "atomic_forces_ev_per_a": [[0.1, -0.1, -0.1], [0.6, -2.8, -0.4], [0.3, 0.4, 0.2], [-0.4, 0.6, 1.2], [-0.1, 0.6, -0.3], [-1.7, 0.0, 3.5], [-0.3, 0.3, 0.2], [-0.3, 0.4, 0.5], [-0.2, 0.3, -0.1], [0.3, 0.2, -0.1], [-0.3, 0.2, 0.2], [0.2, -0.4, -0.5], [-0.1, -0.6, 0.4], [0.0, -0.1, -0.1], [0.3, -0.1, -0.2], [0.1, 1.2, 0.8], [-0.9, 1.5, 0.6], [2.4, -0.8, -2.1], [-0.2, -1.5, -4.5], [-0.6, 0.2, 0.4], [-0.1, 0.2, 0.9], [0.0, 0.1, 0.1], [-0.2, 0.1, 0.2], [-0.9, 0.5, 0.8], [0.0, 0.2, 1.1], [-0.4, -1.2, -0.8], [0.9, -0.2, -0.5], [0.8, 0.3, -0.1], [-0.2, 0.0, 0.0], [0.3, 0.0, -0.1], [-0.1, 0.0, -0.1], [-0.1, 1.5, 0.2], [0.7, -1.0, -1.2], [-0.8, 0.3, 0.8], [1.0, 0.3, 0.5], [-0.3, 0.6, -0.9], [0.1, -1.3, -0.3]],
  "total_energy_ha": -1245.01682,
  "spin_multiplicity": 4,
  "fmax_ev_per_a": 4.728,
  "charge": 2,
  "e_homo_ev": [-16.79, -16.84],
  "mol_weight_da": 502.087,
  "orbital_gap_ev": [8.08, 6.99],
  "lumo_ev": [-8.71, -9.86]
}



{
  "formula": "C10H14B3BrF6NO8P",
  "method": "ωB97M-V with the def2-TZVPD basis set",
  "species": ["C", "C", "B", "O", "B", "N", "O", "B", "P", "O", "Br", "O", "H", "H", "H", "H", "C", "C", "O", "C", "O", "C", "F", "F", "F", "H", "H", "H", "H", "H", "C", "C", "O", "C", "O", "C", "F", "F", "F", "H", "H", "H", "H", "H"],
  "coordinates": [[3.660661, 4.082343, -0.274109], [2.525872, 4.274018, 0.074034], [1.011940, 4.288852, 0.278530], [0.162005, 5.076670, -0.483089], [-0.900548, 4.259757, -0.838001], [-2.232854, 4.756372, -1.080939], [-0.583515, 2.865852, -0.885530], [-0.242370, 2.464980, 0.397771], [-0.669610, 0.670674, 0.938722], [-0.319866, -0.212614, -0.426476], [0.842306, 0.089016, 2.498689], [0.386751, 3.416786, 1.187425], [4.613132, 3.855329, -0.693460], [-2.811571, 4.711551, -0.246730], [-2.705988, 4.147156, -1.743925], [0.406411, 0.231819, -0.883443], [3.205101, -1.868311, 0.746375], [4.547602, -2.543516, 0.572075], [5.296091, -1.940081, -0.503360], [5.933938, -0.816228, -0.209074], [5.953842, -0.261676, 0.849024], [6.706995, -0.323328, -1.443847], [5.953357, -0.382130, -2.548994], [7.793275, -1.080810, -1.644384], [7.103912, 0.936830, -1.283614], [2.650744, -1.875557, -0.193678], [2.614922, -2.380167, 1.504490], [3.324399, -0.829538, 1.048229], [4.415807, -3.585712, 0.288777], [5.130956, -2.524606, 1.491834], [-5.751885, -2.933502, -1.635792], [-6.453086, -2.653054, -0.324434], [-5.507995, -2.517162, 0.754348], [-4.912338, -1.337699, 0.860533], [-5.084236, -0.386861, 0.156555], [-3.971070, -1.339409, 2.075771], [-3.231222, -2.453230, 2.124262], [-4.677284, -1.271246, 3.214295], [-3.145110, -0.297636, 2.032842], [-5.109637, -3.809859, -1.544053], [-6.482776, -3.112791, -2.423561], [-5.122880, -2.094726, -1.932255], [-7.091282, -3.490081, -0.049541], [-7.080764, -1.764794, -0.384424]],
  "atomic_forces_ev_per_a": [[-0.1, -0.2, -0.3], [-0.2, 0.0, 0.1], [0.1, 0.9, 0.5], [-0.1, -0.9, 0.3], [0.0, 0.4, -0.4], [0.1, -0.6, -0.3], [-0.7, 0.1, 0.5], [1.1, 0.2, -0.2], [-0.8, -0.6, 0.0], [0.4, 0.9, 0.5], [0.0, 0.4, -0.3], [0.3, -0.6, -0.5], [0.1, 0.1, 0.2], [0.1, 0.5, 0.1], [-0.1, 0.0, 0.1], [0.0, -0.4, -0.3], [0.1, 0.2, -0.2], [-0.4, -0.3, 0.3], [0.2, 0.1, -0.1], [-0.3, -0.3, 0.3], [0.1, 0.2, -0.1], [0.1, 0.2, -0.3], [0.0, 0.0, 0.1], [0.0, 0.0, 0.1], [0.0, 0.0, 0.1], [0.0, -0.1, 0.0], [0.0, 0.0, 0.0], [0.0, 0.0, 0.1], [0.1, 0.0, -0.2], [0.1, 0.2, -0.1], [0.3, 0.1, 0.1], [-0.3, -0.2, -0.4], [0.1, 0.0, 0.2], [-0.3, -0.1, -0.3], [0.1, 0.1, 0.1], [0.4, 0.0, 0.3], [-0.1, 0.0, -0.1], [-0.1, 0.0, -0.1], [-0.5, -0.2, 0.1], [-0.1, -0.1, 0.0], [0.0, 0.0, 0.0], [-0.1, 0.0, 0.0], [0.1, 0.0, 0.2], [0.1, 0.1, 0.1]],
  "total_energy_ha": -4635.55908,
  "fmax_ev_per_a": 1.127,
  "charge": 0,
  "e_homo_ev": -8.87,
  "mol_weight_da": 533.523,
  "orbital_gap_ev": 8.88,
  "lumo_ev": 0.01
}



{
  "formula": "C10H14BBeN7O3",
  "method": "ωB97M-V with the def2-TZVPD basis set",
  "species": ["H", "N", "B", "N", "C", "Be", "H", "C", "H", "C", "H", "C", "H", "H", "H", "N", "N", "N", "N", "C", "C", "H", "H", "C", "C", "C", "C", "H", "H", "H", "H", "H", "O", "N", "O", "O"],
  "coordinates": [[2.564352, 3.807789, -1.275956], [1.855713, 2.156492, -2.394297], [0.449476, 0.460678, -3.693612], [0.635015, 1.812063, -2.948376], [-0.221010, 2.835737, -2.745474], [2.967224, 1.077464, -2.427505], [-1.230154, 2.829885, -3.126286], [0.430196, 3.805636, -1.988316], [0.008650, 4.729375, -1.634893], [1.729691, 3.358985, -1.793394], [0.800267, 0.493375, -4.840819], [-0.890650, -2.379739, 3.012897], [-1.383815, -2.033816, 3.936006], [-0.572524, -3.416958, 3.174951], [-1.635744, -2.353984, 2.208244], [-1.081692, 0.179150, -3.658582], [1.192425, -0.636433, -2.872045], [-1.622800, -0.843010, -2.919698], [2.482798, -0.390254, -2.415962], [-2.047434, 0.795517, -4.391469], [0.882405, -1.912582, -2.570092], [-1.813577, 1.617664, -5.057184], [-0.095412, -2.312064, -2.778574], [-3.258258, 0.174462, -4.099844], [1.949004, -2.475873, -1.872096], [-2.942582, -0.846132, -3.170918], [2.938991, -1.508785, -1.808507], [-4.225058, 0.414689, -4.501367], [1.991370, -3.474508, -1.476579], [-3.622072, -1.545368, -2.713327], [3.933383, -1.534926, -1.387901], [0.104647, -1.148841, 3.316328], [-1.026658, -0.551344, 5.383448], [-0.058027, -0.152521, 4.709468], [0.654713, 0.803417, 5.012169], [0.197251, -1.710744, 2.537964]],
  "atomic_forces_ev_per_a": [[-0.1, -0.1, -0.1], [-1.8, 0.8, -0.2], [-1.3, -0.5, 0.1], [0.6, 1.5, 0.6], [0.9, -0.5, 0.3], [2.1, 0.5, 0.4], [0.1, -0.1, 0.1], [0.0, 0.3, 0.0], [0.0, 0.0, 0.0], [-0.6, -0.7, -0.7], [0.3, 0.2, 0.1], [-2.7, -3.7, -1.3], [0.5, 0.1, -0.4], [-0.6, -0.2, 0.1], [-0.4, -0.4, 0.3], [-0.5, -0.9, 0.0], [0.8, -0.9, 0.5], [-0.9, 0.7, -0.2], [-1.1, -1.4, -0.3], [-0.3, -0.7, 0.4], [0.6, 0.6, 0.3], [0.0, -0.2, 0.1], [0.2, 0.1, -0.1], [0.5, 0.1, 0.1], [0.1, -0.2, -0.1], [1.2, 1.1, -0.7], [-0.8, 0.4, -0.6], [-0.1, 0.1, -0.1], [0.0, 0.0, 0.0], [0.2, -0.1, 0.1], [-0.2, 0.1, 0.0], [2.2, 1.7, -0.6], [2.2, 0.6, -1.9], [-1.0, 2.6, 4.2], [-1.2, -2.4, -1.5], [1.0, 1.8, 0.9]],
  "total_energy_ha": -1037.92986,
  "fmax_ev_per_a": 5.056,
  "charge": 0,
  "e_homo_ev": [-9.16, -5.32],
  "mol_weight_da": 300.092,
  "orbital_gap_ev": [8.58, 1.75],
  "lumo_ev": [-0.57, -3.58]
}



{
  "formula": "C10H14BCaIN6",
  "method": "ωB97M-V with the def2-TZVPD basis set",
  "species": ["C", "N", "N", "C", "C", "B", "N", "N", "C", "C", "C", "Ca", "N", "N", "C", "C", "C", "H", "H", "H", "H", "H", "H", "H", "H", "H", "H", "H", "C", "H", "H", "H", "I"],
  "coordinates": [[1.018355, -2.963451, -1.226275], [0.514240, -1.793292, -0.794808], [0.901717, -0.741745, -1.574948], [1.641995, -1.249235, -2.573672], [1.749050, -2.641372, -2.376758], [0.435165, 0.778237, -1.229134], [-1.109471, 0.942869, -0.976775], [-1.799858, 0.092366, -0.145024], [-3.095175, 0.484619, -0.150704], [-3.243236, 1.576264, -1.025041], [-1.964679, 1.839322, -1.531635], [-0.491059, -1.555071, 0.925565], [1.221362, 1.314637, 0.007118], [1.099388, 0.745515, 1.250697], [1.944840, 1.429521, 2.060661], [2.617935, 2.430549, 1.324424], [2.118437, 2.329654, 0.033193], [2.093244, 1.219029, 3.122943], [2.321714, 2.876342, -0.880327], [3.367872, 3.136588, 1.651219], [0.751818, 1.417018, -2.194661], [-1.579439, 2.563513, -2.238014], [1.985229, -0.530337, -3.284811], [-4.146262, 2.102517, -1.255384], [2.264856, -3.353618, -2.944614], [-3.849971, -0.035107, 0.453409], [0.800214, -3.874478, -0.602447], [-0.799555, -0.359796, 2.426076], [-1.684579, -0.955526, 2.763795], [-2.498773, -0.309646, 2.592563], [-1.963029, -1.823254, 2.180854], [-1.337492, -1.413101, 3.648640], [0.715147, -3.679533, 2.563876]],
  "atomic_forces_ev_per_a": [[0.0, 1.7, -0.3], [1.3, 0.2, -1.6], [-0.8, -0.7, 0.9], [-0.2, -0.6, 0.8], [-0.2, 0.4, 0.2], [-0.7, -0.8, -1.6], [0.3, -0.7, 0.1], [-0.5, 0.5, 0.2], [1.1, 0.2, -0.6], [0.8, 0.0, 0.0], [-0.3, -0.7, 0.7], [-0.1, 0.0, -0.4], [2.1, 2.3, -0.8], [1.7, 0.8, 2.8], [-1.8, -2.0, -0.3], [0.7, 0.7, 0.8], [-2.5, -2.0, -2.4], [-0.3, -0.1, -0.5], [0.1, 0.0, 0.2], [0.0, -0.1, 0.2], [0.0, 0.1, 0.3], [-0.3, 0.0, 0.1], [0.5, -0.3, -0.6], [-0.2, 0.1, -0.1], [0.7, -0.5, -0.9], [0.4, 0.3, -0.4], [0.4, 0.9, -1.3], [-1.0, 0.0, 0.8], [0.8, 0.5, 0.0], [-1.2, 0.9, 1.3], [-0.6, -0.2, 0.1], [-0.7, 0.3, 1.9], [0.5, -0.8, 0.6]],
  "total_energy_ha": -1717.54457,
  "fmax_ev_per_a": 3.998,
  "charge": 2,
  "e_homo_ev": [-15.36, -15.30],
  "mol_weight_da": 396.058,
  "orbital_gap_ev": [4.91, 4.11],
  "lumo_ev": [-10.46, -11.19]
}



What did the fourth record say?
{
  "formula": "C10H14BCaIN6",
  "method": "ωB97M-V with the def2-TZVPD basis set",
  "species": ["C", "N", "N", "C", "C", "B", "N", "N", "C", "C", "C", "Ca", "N", "N", "C", "C", "C", "H", "H", "H", "H", "H", "H", "H", "H", "H", "H", "H", "C", "H", "H", "H", "I"],
  "coordinates": [[1.018355, -2.963451, -1.226275], [0.514240, -1.793292, -0.794808], [0.901717, -0.741745, -1.574948], [1.641995, -1.249235, -2.573672], [1.749050, -2.641372, -2.376758], [0.435165, 0.778237, -1.229134], [-1.109471, 0.942869, -0.976775], [-1.799858, 0.092366, -0.145024], [-3.095175, 0.484619, -0.150704], [-3.243236, 1.576264, -1.025041], [-1.964679, 1.839322, -1.531635], [-0.491059, -1.555071, 0.925565], [1.221362, 1.314637, 0.007118], [1.099388, 0.745515, 1.250697], [1.944840, 1.429521, 2.060661], [2.617935, 2.430549, 1.324424], [2.118437, 2.329654, 0.033193], [2.093244, 1.219029, 3.122943], [2.321714, 2.876342, -0.880327], [3.367872, 3.136588, 1.651219], [0.751818, 1.417018, -2.194661], [-1.579439, 2.563513, -2.238014], [1.985229, -0.530337, -3.284811], [-4.146262, 2.102517, -1.255384], [2.264856, -3.353618, -2.944614], [-3.849971, -0.035107, 0.453409], [0.800214, -3.874478, -0.602447], [-0.799555, -0.359796, 2.426076], [-1.684579, -0.955526, 2.763795], [-2.498773, -0.309646, 2.592563], [-1.963029, -1.823254, 2.180854], [-1.337492, -1.413101, 3.648640], [0.715147, -3.679533, 2.563876]],
  "atomic_forces_ev_per_a": [[0.0, 1.7, -0.3], [1.3, 0.2, -1.6], [-0.8, -0.7, 0.9], [-0.2, -0.6, 0.8], [-0.2, 0.4, 0.2], [-0.7, -0.8, -1.6], [0.3, -0.7, 0.1], [-0.5, 0.5, 0.2], [1.1, 0.2, -0.6], [0.8, 0.0, 0.0], [-0.3, -0.7, 0.7], [-0.1, 0.0, -0.4], [2.1, 2.3, -0.8], [1.7, 0.8, 2.8], [-1.8, -2.0, -0.3], [0.7, 0.7, 0.8], [-2.5, -2.0, -2.4], [-0.3, -0.1, -0.5], [0.1, 0.0, 0.2], [0.0, -0.1, 0.2], [0.0, 0.1, 0.3], [-0.3, 0.0, 0.1], [0.5, -0.3, -0.6], [-0.2, 0.1, -0.1], [0.7, -0.5, -0.9], [0.4, 0.3, -0.4], [0.4, 0.9, -1.3], [-1.0, 0.0, 0.8], [0.8, 0.5, 0.0], [-1.2, 0.9, 1.3], [-0.6, -0.2, 0.1], [-0.7, 0.3, 1.9], [0.5, -0.8, 0.6]],
  "total_energy_ha": -1717.54457,
  "fmax_ev_per_a": 3.998,
  "charge": 2,
  "e_homo_ev": [-15.36, -15.30],
  "mol_weight_da": 396.058,
  "orbital_gap_ev": [4.91, 4.11],
  "lumo_ev": [-10.46, -11.19]
}



Copy entry 1 word for word.
{
  "formula": "C10H14B2F4N6Re",
  "method": "ωB97M-V with the def2-TZVPD basis set",
  "species": ["H", "N", "B", "N", "C", "Re", "H", "C", "H", "C", "H", "C", "H", "H", "H", "N", "N", "N", "N", "C", "C", "H", "H", "C", "C", "C", "C", "H", "H", "H", "H", "H", "F", "B", "F", "F", "F"],
  "coordinates": [[-0.706577, -1.962050, 2.700182], [-0.010704, -1.500459, 0.731455], [1.016775, -1.722773, -1.591041], [0.567801, -2.348616, -0.274510], [0.735166, -3.573836, 0.228278], [-0.196954, 0.445690, 0.453837], [1.221840, -4.347225, -0.370456], [0.240589, -3.618354, 1.524923], [0.257014, -4.478181, 2.185841], [-0.234226, -2.342998, 1.800234], [1.512053, -2.481122, -2.378831], [-0.642372, 3.905058, 1.555873], [-1.100639, 4.445792, 2.380129], [-1.333924, 3.987447, 0.716568], [0.260021, 4.451124, 1.313655], [2.018862, -0.617625, -1.163513], [-0.203414, -0.962985, -2.128278], [1.631128, 0.388104, -0.225481], [-0.913093, -0.052346, -1.233018], [3.283852, -0.415217, -1.511598], [-0.709048, -0.840896, -3.352798], [3.758600, -1.083550, -2.218334], [-0.274027, -1.406793, -4.174370], [3.772797, 0.704191, -0.841566], [-1.782354, 0.062759, -3.337181], [2.740377, 1.193707, -0.046818], [-1.908248, 0.500121, -2.020463], [4.741377, 1.114526, -0.907160], [-2.373443, 0.364494, -4.179958], [2.659211, 2.029420, 0.635371], [-2.593787, 1.200522, -1.569113], [-0.425362, 2.816846, 1.771633], [-1.410119, 1.044598, 1.858932], [-3.367731, 1.272451, 3.389326], [-4.281671, 0.834432, 2.512973], [-2.771647, 0.403570, 4.217658], [-3.178125, 2.590171, 3.547621]],
  "atomic_forces_ev_per_a": [[0.1, -0.1, -0.1], [0.6, -2.8, -0.4], [0.3, 0.4, 0.2], [-0.4, 0.6, 1.2], [-0.1, 0.6, -0.3], [-1.7, 0.0, 3.5], [-0.3, 0.3, 0.2], [-0.3, 0.4, 0.5], [-0.2, 0.3, -0.1], [0.3, 0.2, -0.1], [-0.3, 0.2, 0.2], [0.2, -0.4, -0.5], [-0.1, -0.6, 0.4], [0.0, -0.1, -0.1], [0.3, -0.1, -0.2], [0.1, 1.2, 0.8], [-0.9, 1.5, 0.6], [2.4, -0.8, -2.1], [-0.2, -1.5, -4.5], [-0.6, 0.2, 0.4], [-0.1, 0.2, 0.9], [0.0, 0.1, 0.1], [-0.2, 0.1, 0.2], [-0.9, 0.5, 0.8], [0.0, 0.2, 1.1], [-0.4, -1.2, -0.8], [0.9, -0.2, -0.5], [0.8, 0.3, -0.1], [-0.2, 0.0, 0.0], [0.3, 0.0, -0.1], [-0.1, 0.0, -0.1], [-0.1, 1.5, 0.2], [0.7, -1.0, -1.2], [-0.8, 0.3, 0.8], [1.0, 0.3, 0.5], [-0.3, 0.6, -0.9], [0.1, -1.3, -0.3]],
  "total_energy_ha": -1245.01682,
  "spin_multiplicity": 4,
  "fmax_ev_per_a": 4.728,
  "charge": 2,
  "e_homo_ev": [-16.79, -16.84],
  "mol_weight_da": 502.087,
  "orbital_gap_ev": [8.08, 6.99],
  "lumo_ev": [-8.71, -9.86]
}